Entry 1:
A molecular structure, C45H51BrClN4O16PSi2 in a non-equilibrium geometry. Source: the Open Molecules 2025 dataset; level of theory: ωB97M-V with the def2-TZVPD basis set.

The geometry in XYZ format:
```
121
C45H51BrClN4O16PSi2 ωB97M-V with the def2-TZVPD basis set
C 4.602 -3.084 2.111
C 3.207 -3.686 2.091
Cl 3.053 -4.670 3.583
C 3.027 -4.546 0.855
Si 1.309 -5.242 0.620
O 0.919 -6.274 1.831
O 0.219 -4.020 0.373
Si -1.236 -4.006 1.181
O -0.928 -3.865 2.825
C -2.295 -5.507 0.901
C -3.649 -5.414 1.666
C -4.867 -5.700 0.786
C -5.689 -6.921 1.216
N -6.109 -6.930 2.607
C -2.247 -2.505 0.647
C -1.479 -1.159 0.643
N -2.412 -0.056 1.033
N -1.075 -0.850 -0.716
N -0.329 -1.204 1.530
P 1.462 -6.472 -1.272
O 1.465 -5.248 -2.366
Br -0.502 -7.535 -1.490
H 4.715 -2.330 1.344
H 4.813 -2.670 3.086
H 5.305 -3.896 1.977
H 2.471 -2.896 2.104
H 3.702 -5.396 0.875
H 3.313 -3.971 -0.020
H 0.856 -5.851 2.702
H -1.596 -3.273 3.199
H -1.822 -6.439 1.183
H -2.505 -5.566 -0.163
H -3.602 -6.138 2.466
H -3.740 -4.437 2.122
H -5.505 -4.822 0.757
H -4.565 -5.867 -0.242
H -5.107 -7.805 0.994
H -6.573 -6.931 0.590
H -6.394 -6.010 2.907
H -5.388 -7.275 3.221
H -2.659 -2.716 -0.330
H -3.081 -2.458 1.341
H -2.559 -0.102 2.035
H -3.316 -0.291 0.635
H -1.341 0.102 -0.921
H -0.078 -0.966 -0.825
H -0.634 -1.093 2.490
H 0.203 -0.359 1.335
H 0.784 -4.586 -2.160
C 2.830 0.988 -3.088
C 2.675 1.782 -4.146
C 2.665 3.258 -3.987
O 2.525 3.989 -4.947
C 2.832 3.817 -2.621
C 2.984 3.014 -1.572
C 2.997 1.540 -1.723
O 3.139 0.814 -0.759
H 2.843 -0.091 -3.175
H 2.550 1.402 -5.161
H 2.833 4.897 -2.519
H 3.110 3.394 -0.566
C -2.266 -6.200 -4.612
C -1.547 -6.338 -5.722
C -2.020 -5.792 -7.018
O -1.368 -5.917 -8.032
C -3.326 -5.085 -7.028
C -4.045 -4.946 -5.918
C -3.570 -5.492 -4.622
O -4.224 -5.362 -3.609
H -1.939 -6.588 -3.655
H -0.592 -6.849 -5.734
H -3.652 -4.695 -7.984
H -4.999 -4.435 -5.904
C -1.370 2.620 3.467
C -0.834 3.812 3.715
C 0.331 3.953 4.622
O 0.796 5.045 4.880
C 0.899 2.721 5.222
C 0.367 1.528 4.968
C -0.814 1.389 4.082
O -1.320 0.303 3.875
H -2.226 2.488 2.818
H -1.227 4.729 3.291
H 1.749 2.855 5.880
H 0.753 0.615 5.403
C 1.481 6.824 7.175
C 0.886 7.996 7.381
C 0.589 8.478 8.752
O 0.047 9.545 8.943
C 0.982 7.603 9.887
C 1.575 6.431 9.681
C 1.871 5.950 8.308
O 2.411 4.879 8.122
H 1.708 6.450 6.186
H 0.592 8.648 6.568
H 0.756 7.974 10.878
H 1.867 5.777 10.493
C 1.360 6.472 1.852
C 2.204 6.223 0.853
C 1.994 6.804 -0.496
O 2.775 6.596 -1.403
C 0.802 7.662 -0.697
C -0.044 7.911 0.299
C 0.171 7.340 1.653
O -0.600 7.567 2.559
H 1.494 6.064 2.847
H 3.082 5.601 0.977
H 0.669 8.074 -1.689
H -0.919 8.537 0.175
C 1.880 1.449 -9.461
C 1.727 2.243 -10.516
C 1.715 3.722 -10.371
O 1.573 4.443 -11.335
C 1.880 4.277 -9.005
C 2.034 3.486 -7.945
C 2.045 2.011 -8.098
O 2.185 1.281 -7.136
H 1.892 0.370 -9.542
H 1.606 1.858 -11.521
H 1.869 5.357 -8.924
H 2.158 3.867 -6.931
```

Calculated values
HOMO level: -8.5 eV
LUMO level: -2.2 eV
E: -193822.626 eV
HOMO-LUMO gap: 6.31 eV

***

Entry 2:
A molecular structure, C45H53BCaN11OS9Se in a non-equilibrium geometry. Source: the Open Molecules 2025 dataset; level of theory: ωB97M-V with the def2-TZVPD basis set.

The geometry in XYZ format:
```
122
C45H53BCaN11OS9Se ωB97M-V with the def2-TZVPD basis set
Ca 0.247 1.321 -0.491
C 3.527 2.353 -3.305
C 3.638 1.093 -4.157
C 5.023 1.089 -4.810
C 2.527 1.124 -5.211
N 3.493 -0.192 -3.407
C 3.663 -1.400 -4.076
C 3.460 -2.386 -3.184
N 3.144 -1.800 -1.977
B 2.675 -2.700 -0.803
N 1.344 -3.388 -1.159
C 1.108 -4.648 -0.654
C -0.115 -5.032 -1.054
N -0.636 -4.005 -1.836
C 0.262 -2.967 -1.854
S 0.098 -1.453 -2.594
C -2.014 -4.140 -2.380
C -2.116 -5.499 -3.088
C -2.983 -4.076 -1.196
C -2.399 -3.075 -3.402
N 2.694 -2.004 0.585
C 3.914 -1.799 1.190
C 3.697 -1.321 2.424
N 2.321 -1.213 2.591
C 1.715 -1.601 1.425
S 0.060 -1.514 1.033
C 1.778 -0.932 3.953
C 0.258 -0.833 4.040
C 2.351 0.395 4.447
C 2.232 -2.082 4.861
C 3.162 -0.470 -2.117
S 2.888 0.598 -0.823
H 3.719 3.194 -3.975
H 4.257 2.375 -2.498
H 2.539 2.481 -2.874
H 5.169 2.029 -5.342
H 5.149 0.274 -5.525
H 5.797 1.001 -4.046
H 2.562 2.072 -5.748
H 1.554 1.041 -4.725
H 2.622 0.313 -5.935
H 3.899 -1.454 -5.121
H 3.477 -3.454 -3.305
H 3.470 -3.613 -0.727
H 1.835 -5.154 -0.047
H -0.651 -5.938 -0.852
H -1.986 -6.342 -2.411
H -1.365 -5.569 -3.876
H -3.103 -5.588 -3.542
H -2.824 -4.901 -0.500
H -4.013 -4.117 -1.557
H -2.834 -3.141 -0.652
H -1.678 -3.011 -4.215
H -2.475 -2.088 -2.959
H -3.373 -3.359 -3.809
H 4.836 -2.014 0.680
H 4.396 -1.012 3.176
H -0.128 -0.013 3.438
H 0.018 -0.645 5.089
H -0.237 -1.744 3.714
H 2.062 1.201 3.775
H 3.438 0.393 4.518
H 1.947 0.608 5.439
H 1.841 -3.031 4.488
H 1.853 -1.921 5.871
H 3.318 -2.153 4.912
S 7.666 6.083 0.281
C 6.281 5.211 0.469
S 4.829 5.507 -0.408
C 3.799 4.265 0.300
C 4.439 3.471 1.275
S 3.801 2.214 2.170
S 6.122 3.892 1.565
S 2.231 4.182 -0.262
O -2.084 0.572 0.773
S -2.741 -0.667 1.261
C -2.911 -0.436 3.028
C -3.030 -1.549 3.843
C -3.108 -1.372 5.217
C -3.042 -0.094 5.756
C -2.899 1.011 4.924
C -2.829 0.844 3.550
C -4.470 -0.464 0.812
C -4.885 0.746 0.284
C -6.210 0.891 -0.103
C -7.097 -0.166 0.037
C -6.663 -1.380 0.556
C -5.340 -1.536 0.938
H -3.048 -2.541 3.409
H -3.197 -2.232 5.867
H -3.087 0.041 6.829
H -2.832 2.004 5.348
H -2.689 1.689 2.882
H -4.163 1.542 0.152
H -6.543 1.829 -0.529
H -8.129 -0.050 -0.269
H -7.351 -2.211 0.644
H -4.987 -2.482 1.332
C 0.178 4.741 4.219
N -0.391 4.144 3.027
C -1.625 4.396 2.472
C -1.705 3.602 1.368
N -0.548 2.876 1.239
C 0.216 3.228 2.249
H -0.508 5.498 4.593
H 1.132 5.210 3.983
H 0.332 3.987 4.990
H -2.305 5.114 2.895
H -2.507 3.512 0.655
H 1.227 2.884 2.423
Se 0.132 4.624 -3.873
N -1.482 4.211 -4.575
C -1.920 3.142 -3.913
C -3.133 2.466 -4.111
C -3.407 1.350 -3.315
C -2.507 0.935 -2.352
N -1.337 1.555 -2.103
C -1.035 2.624 -2.875
N 0.112 3.255 -2.696
H -3.824 2.811 -4.869
H -4.324 0.789 -3.449
H -2.712 0.067 -1.740
```

Calculated values
Net charge: -1
HOMO level (spin up / spin down): -4.2 / -3.2 eV
LUMO level (spin up / spin down): 1.9 / 1.3 eV
E: -247951.427 eV
HOMO-LUMO gap (spin up / spin down): 6.04 / 4.50 eV

***

Q: The lowest E belongs to which entry?
A: C45H53BCaN11OS9Se

***

Q: Which of these has the lowest E?
A: C45H53BCaN11OS9Se